[1]
Entry from the OMol25 dataset: a structure of composition C16H15Cl5F3FeN4O5S in a non-equilibrium geometry (wB97M-V/def2-TZVPD).

Computed properties:
HOMO energy (alpha / beta)   -5.243 / -5.371 eV
Max |F|   1.9 eV Å⁻¹
LUMO (alpha / beta)   2.62 / 2.61 eV
Relative energy (zero: lowest compared OMol25 entry of this formula, charge and spin)   17.8 kcal per mole
Gap between HOMO and LUMO (alpha / beta)   7.863 / 7.984 eV
Energy   -5476.43287 a.u.

Structure (ORCA input):
```
! RIJCOSX wB97M-V def2-TZVPD def2/J DEFGRID3
* xyz -1 5
Fe 0.28460 -0.47510 -0.07910
N 1.71080 0.05150 1.98740
C 1.78990 1.27020 2.78120
C 0.40290 1.79100 3.15300
C -0.33720 2.44220 1.98550
N -0.80060 1.45290 1.03120
H 1.36570 -0.71170 2.56380
H 2.63370 -0.20030 1.64780
H 2.31050 2.02560 2.19120
H 2.35940 1.11110 3.71270
H 0.50850 2.53190 3.95030
H -0.18790 0.95260 3.52530
H 0.33080 3.13360 1.46450
H -1.17480 3.03500 2.39800
H -1.27030 1.90080 0.25170
H -1.43540 0.79790 1.48050
O -0.28870 1.02550 -1.82600
N -1.04990 0.54600 -2.72850
N -1.54310 -0.61550 -2.51120
O -1.30930 -1.31530 -1.44020
C -2.37640 -1.17480 -3.49730
C -2.78180 -2.49830 -3.35770
C -3.61760 -3.06180 -4.30160
C -4.04410 -2.31460 -5.38700
C -3.64920 -0.99120 -5.51530
C -2.81210 -0.41620 -4.58000
H -2.42460 -3.05670 -2.50750
H -3.92980 -4.08980 -4.19650
H -4.68350 -2.76050 -6.13420
H -3.99290 -0.40470 -6.35510
H -2.48600 0.60650 -4.66780
F -0.87870 -4.90820 2.76890
C -1.53230 -3.83320 2.30510
F -2.51470 -3.57740 3.18120
F -2.11190 -4.19100 1.15540
S -0.45370 -2.29420 2.12380
O -1.41220 -1.28160 1.73600
O 0.09460 -2.12960 3.44810
O 0.50860 -2.62560 1.09520
Cl 1.53030 -2.65020 -1.93110
C 2.45070 -1.21510 -2.22820
C 2.23450 -0.17020 -1.33430
C 2.96050 0.98520 -1.58600
Cl 2.67460 2.34180 -0.57170
C 3.88690 1.10330 -2.61730
Cl 4.82000 2.54190 -2.83580
C 4.07060 0.02870 -3.48090
Cl 5.21710 0.11660 -4.76250
C 3.32820 -1.13580 -3.30230
Cl 3.50350 -2.43570 -4.41500
*
```


[2]
Entry from the OMol25 dataset: a structure of composition C16H15ClFeO3 in a non-equilibrium geometry (wB97M-V/def2-TZVPD).

Computed properties:
HOMO energy (alpha / beta)   -5.966 / -7.638 eV
Max |F|   6.0 eV Å⁻¹
LUMO (alpha / beta)   0.65 / -2.23 eV
Relative energy (zero: lowest compared OMol25 entry of this formula, charge and spin)   1.0 kcal per mole
Gap between HOMO and LUMO (alpha / beta)   6.617 / 5.404 eV
Energy   -2568.08580 a.u.

Structure (ORCA input):
```
! RIJCOSX wB97M-V def2-TZVPD def2/J DEFGRID3
* xyz 0 5
C -0.60264 -1.31550 1.02061
C 0.75910 -1.49730 1.52028
C 1.52490 -0.45935 2.14857
Fe 2.47887 -0.43015 0.38356
C 2.34134 1.39067 0.56686
O 2.17838 2.53224 0.73441
C 1.27730 -0.21565 -1.11694
O 0.53579 -0.22054 -2.00838
C 4.35516 -0.58482 1.11165
C 4.31059 -0.02122 -0.22046
C 3.68990 -0.99634 -1.08982
C 3.35937 -2.15320 -0.28962
C 3.75278 -1.88859 1.06315
H -1.31322 -1.73452 1.74435
H -0.82962 -0.25249 0.88075
H -0.75238 -1.83766 0.06957
H 1.11968 -2.53908 1.59358
H 0.98991 0.47809 2.38922
H 2.27010 -0.71013 2.93784
H 4.80193 -0.11940 1.98567
H 4.74659 0.91698 -0.53735
H 3.61330 -0.92535 -2.16693
H 2.93205 -3.08248 -0.66146
H 3.68624 -2.59390 1.88787
Cl -5.40647 4.03521 -2.52947
C -4.79251 2.63246 -1.77039
C -4.48580 1.49089 -2.53310
C -3.98480 0.35540 -1.92643
C -3.64886 0.30635 -0.49620
O -3.01484 -0.62917 0.03698
C -4.09955 1.48914 0.24712
C -4.59399 2.61727 -0.37796
H -4.65574 1.51681 -3.60507
H -3.74954 -0.52628 -2.51917
H -3.95168 1.47116 1.32485
H -4.84161 3.50048 0.20188
*
```


[3]
Entry from the OMol25 dataset: an isolated molecule of C16H15ClN4O2S3 in a non-equilibrium geometry (wB97M-V/def2-TZVPD).

Computed properties:
HOMO energy   -8.599 eV
Max |F|   6.8 eV Å⁻¹
LUMO   -1.73 eV
Gap between HOMO and LUMO   6.866 eV
SMILES   O=COCCc1c(Cl)cc2nsnc2c1CCCSC(=S)n1ccnc1
Energy   -2642.57006 a.u.

Structure (ORCA input):
```
! RIJCOSX wB97M-V def2-TZVPD def2/J DEFGRID3
* xyz 0 1
O -6.01457 0.78864 2.68452
C -5.50739 0.05069 1.78152
O -5.29259 0.65922 0.51582
C -4.40825 -0.12216 -0.33299
C -2.90488 -0.29746 0.23752
C -2.02431 0.93202 -0.35554
C -2.16697 2.41192 0.22345
Cl -3.29006 2.82615 1.62940
C -1.36417 3.63987 -0.34293
C -0.33689 3.49693 -1.51987
N 0.47863 4.48371 -2.17140
S 1.41098 3.65550 -3.34887
N 0.79319 2.07688 -3.09775
C -0.21136 1.97701 -2.03582
C -0.99197 0.70793 -1.52747
C -0.68818 -0.71039 -2.19522
C 0.91058 -1.00974 -2.35001
C 1.70399 -0.89516 -0.94505
S 2.12450 -2.58687 -0.29558
C 2.63309 -2.52088 1.47834
S 1.55536 -3.16444 2.62008
N 3.90420 -1.99296 1.99694
C 5.27191 -2.04734 1.49195
C 6.19917 -1.33466 2.53322
N 5.37097 -0.85594 3.64919
C 4.04002 -1.27577 3.25420
H -5.27522 -1.04533 2.04372
H -4.90312 -1.11738 -0.64327
H -4.30139 0.48023 -1.31918
H -2.53174 -1.31801 -0.15068
H -2.82933 -0.33912 1.37745
H -1.53119 4.68503 0.09701
H -1.14317 -0.76710 -3.26157
H -1.11648 -1.60691 -1.62134
H 1.38912 -0.38670 -3.19535
H 1.03061 -2.11575 -2.68820
H 2.68796 -0.33621 -1.15953
H 1.14102 -0.31606 -0.13388
H 5.59997 -2.53528 0.51766
H 7.32725 -1.17486 2.52320
H 3.26069 -0.99923 4.03630
*
```


[4]
Entry from the OMol25 dataset: an isolated molecule of C16H15FOS2 in a non-equilibrium geometry (wB97M-V/def2-TZVPD).

Computed properties:
HOMO energy   -8.213 eV
Max |F|   3.1 eV Å⁻¹
LUMO   -0.72 eV
Relative energy (zero: lowest compared OMol25 entry of this formula, charge and spin)   15.1 kcal per mole
Gap between HOMO and LUMO   7.491 eV
SMILES   O=C1C(=C2SCCCS2)CC/C1=C\c1ccc(F)cc1
Energy   -1590.13642 a.u.

Structure (ORCA input):
```
! RIJCOSX wB97M-V def2-TZVPD def2/J DEFGRID3
* xyz 0 1
O -1.05805 -1.76673 -0.91319
C -0.61529 -0.96262 -0.09347
C 0.75521 -0.47496 0.04154
C 1.85671 -0.78653 -0.70415
S 3.36609 0.04943 -0.37601
C 4.64506 -1.27613 -0.39397
C 4.55828 -2.15260 -1.67012
C 3.26785 -2.95278 -1.78582
S 1.81483 -1.88509 -2.07200
C 0.76130 0.60897 1.08115
C -0.69880 0.97354 1.34268
C -1.49569 -0.16245 0.76357
C -2.80861 -0.53753 1.04219
C -3.69858 0.22534 1.90534
C -4.66009 -0.47663 2.62808
C -5.51549 0.20139 3.49855
C -5.54115 1.62156 3.51504
F -6.43871 2.25680 4.27384
C -4.65125 2.31600 2.70973
C -3.69204 1.63492 1.94904
H 5.60490 -0.78083 -0.32033
H 4.50654 -1.92859 0.45335
H 4.67224 -1.54371 -2.57293
H 5.39816 -2.89143 -1.67693
H 3.07307 -3.48740 -0.86686
H 3.36552 -3.71394 -2.56972
H 1.22380 0.23866 1.98497
H 1.33914 1.49494 0.76957
H -0.88242 1.16960 2.41999
H -0.95602 1.87126 0.79788
H -3.21618 -1.45081 0.59503
H -4.75113 -1.55060 2.58219
H -6.16352 -0.33821 4.17618
H -4.71183 3.39230 2.73415
H -3.02571 2.20623 1.29662
*
```


[5]
Entry from the OMol25 dataset: a structure of composition C16H15IN4O9P2S4Ti in a non-equilibrium geometry (wB97M-V/def2-TZVPD).

Computed properties:
HOMO energy (alpha / beta)   -4.360 / -4.447 eV
Max |F|   1.1 eV Å⁻¹
LUMO (alpha / beta)   2.26 / 1.12 eV
Gap between HOMO and LUMO (alpha / beta)   6.621 / 5.571 eV
Energy   -4937.87122 a.u.

Structure (ORCA input):
```
! RIJCOSX wB97M-V def2-TZVPD def2/J DEFGRID3
* xyz -1 2
Ti -0.37493 -0.09922 -0.07329
O -1.67585 3.62813 6.34043
C -1.61337 3.10662 5.25631
S -0.54531 1.74265 4.89892
C -0.99668 1.50783 3.21960
C -1.96507 2.40436 2.70238
S -2.58052 2.47565 1.16961
S -2.56817 3.58803 3.85834
S -0.20391 0.21676 2.50511
O 1.38698 -3.37021 -2.25215
P 0.61051 -1.98948 -2.18893
O 1.46274 -0.84800 -2.59943
O -0.09947 -1.92916 -0.82547
O -0.58492 -2.15259 -3.26080
P -1.54551 -0.85963 -3.67042
O -0.47056 0.24523 -4.07755
O -2.96683 -1.12909 -1.73039
O -1.86911 -0.25797 -2.09142
H 2.27279 -3.22769 -2.60243
H 0.38165 0.15422 -3.57753
C 4.25715 -2.92614 1.64687
C 2.88971 -3.06660 1.83478
C 2.01085 -2.09383 1.38317
C 2.48148 -0.95812 0.73180
C 3.85831 -0.81131 0.54872
C 4.73026 -1.78864 1.00235
N 1.55605 -0.00918 0.24252
N 2.16546 1.15350 -0.16645
C 1.34672 1.96383 -0.75736
C 1.81873 3.24249 -1.24225
C 0.98051 4.07777 -1.87228
C -0.39923 3.70178 -2.06322
C -0.82918 2.52370 -1.59016
N 0.00281 1.62967 -0.92698
H 4.94172 -3.68770 1.99772
H 2.49426 -3.93743 2.34282
H 0.94864 -2.23092 1.55015
H 4.22166 0.07116 0.04693
H 5.79470 -1.65692 0.84843
H 2.86089 3.47351 -1.07213
H 1.33516 5.03438 -2.23547
H -1.09352 4.35631 -2.56971
H -1.85402 2.20131 -1.69740
N -2.94384 -2.71249 0.04262
C -3.04287 -1.32286 -0.22176
O -2.09075 -0.60675 0.38601
C -4.42536 -0.75376 0.06183
I -5.00604 -0.88017 2.10663
H -1.97017 -2.98937 -0.04059
H -3.49084 -3.24183 -0.62591
H -5.18691 -1.26728 -0.51901
H -4.41676 0.30543 -0.17357
*
```


[6]
Entry from the OMol25 dataset: a structure of composition C16H15KN4O3 in a non-equilibrium geometry (wB97M-V/def2-TZVPD).

Computed properties:
HOMO energy   -6.344 eV
Max |F|   2.0 eV Å⁻¹
LUMO   -0.09 eV
Gap between HOMO and LUMO   6.256 eV
Energy   -1663.43421 a.u.

Structure (ORCA input):
```
! RIJCOSX wB97M-V def2-TZVPD def2/J DEFGRID3
* xyz 0 1
K 2.05123 1.02281 -2.27461
O -0.01641 1.56402 -3.16725
C -1.19611 1.10485 -3.28038
C -2.27114 2.02835 -3.41737
C -3.55984 1.59036 -3.25423
C -3.84793 0.22233 -3.05029
C -2.83069 -0.70851 -3.09902
C -1.50343 -0.28114 -3.21278
C -0.43039 -1.26037 -3.13083
N 0.62944 -1.30319 -2.30667
C 1.32274 -2.42899 -2.67398
C 0.68566 -3.15447 -3.60423
N -0.43593 -2.36839 -3.90438
H -1.99735 3.07512 -3.48362
H -4.42149 2.25373 -3.25405
H -4.86481 -0.12753 -2.93450
H -3.03924 -1.76733 -3.03816
H 2.24540 -2.73442 -2.25535
H 0.86894 -4.08682 -4.10150
H -1.15809 -2.51314 -4.57279
O 0.54754 -0.33161 6.09611
C 1.41822 0.71201 5.74268
N 0.82917 1.77560 4.99181
C 0.77610 2.02883 3.63410
O 0.47174 3.13794 3.24863
C 1.11147 0.95539 2.63809
C 1.10199 -0.42221 2.84396
C 1.50046 -1.28237 1.83924
C 2.00015 -0.74263 0.67142
N 2.05355 0.57461 0.47985
C 1.59465 1.39361 1.40592
H -0.25422 0.05161 6.46537
H 2.28815 0.28061 5.19613
H 1.83046 1.16873 6.62568
H 0.48061 2.58134 5.45842
H 0.70597 -0.82306 3.74992
H 1.37074 -2.34744 1.96238
H 2.33049 -1.30691 -0.20750
H 1.61225 2.46865 1.17374
*
```


Which value of max |F| does entry 6 give? 2.0 eV Å⁻¹


Copy entry 3 word for word.
Entry from the OMol25 dataset: an isolated molecule of C16H15ClN4O2S3 in a non-equilibrium geometry (wB97M-V/def2-TZVPD).

Computed properties:
HOMO energy   -8.599 eV
Max |F|   6.8 eV Å⁻¹
LUMO   -1.73 eV
Gap between HOMO and LUMO   6.866 eV
SMILES   O=COCCc1c(Cl)cc2nsnc2c1CCCSC(=S)n1ccnc1
Energy   -2642.57006 a.u.

Structure (ORCA input):
```
! RIJCOSX wB97M-V def2-TZVPD def2/J DEFGRID3
* xyz 0 1
O -6.01457 0.78864 2.68452
C -5.50739 0.05069 1.78152
O -5.29259 0.65922 0.51582
C -4.40825 -0.12216 -0.33299
C -2.90488 -0.29746 0.23752
C -2.02431 0.93202 -0.35554
C -2.16697 2.41192 0.22345
Cl -3.29006 2.82615 1.62940
C -1.36417 3.63987 -0.34293
C -0.33689 3.49693 -1.51987
N 0.47863 4.48371 -2.17140
S 1.41098 3.65550 -3.34887
N 0.79319 2.07688 -3.09775
C -0.21136 1.97701 -2.03582
C -0.99197 0.70793 -1.52747
C -0.68818 -0.71039 -2.19522
C 0.91058 -1.00974 -2.35001
C 1.70399 -0.89516 -0.94505
S 2.12450 -2.58687 -0.29558
C 2.63309 -2.52088 1.47834
S 1.55536 -3.16444 2.62008
N 3.90420 -1.99296 1.99694
C 5.27191 -2.04734 1.49195
C 6.19917 -1.33466 2.53322
N 5.37097 -0.85594 3.64919
C 4.04002 -1.27577 3.25420
H -5.27522 -1.04533 2.04372
H -4.90312 -1.11738 -0.64327
H -4.30139 0.48023 -1.31918
H -2.53174 -1.31801 -0.15068
H -2.82933 -0.33912 1.37745
H -1.53119 4.68503 0.09701
H -1.14317 -0.76710 -3.26157
H -1.11648 -1.60691 -1.62134
H 1.38912 -0.38670 -3.19535
H 1.03061 -2.11575 -2.68820
H 2.68796 -0.33621 -1.15953
H 1.14102 -0.31606 -0.13388
H 5.59997 -2.53528 0.51766
H 7.32725 -1.17486 2.52320
H 3.26069 -0.99923 4.03630
*
```


Look up the energy of the second one. -2568.08580 a.u.